The following is a DFT calculation (wB97M-V/def2-TZVPD) of a structure of composition C3H7NS.

Positions of all 12 atoms, in Å:
S 0.611 0.850 -2.075
N 1.056 1.294 -0.448
C -0.127 -0.627 -1.202
C -0.049 -0.506 1.371
C -0.291 0.186 0.090
H -0.290 -1.606 1.312
H 0.539 2.243 -0.405
H -0.943 -0.982 -1.870
H 0.531 -1.447 -0.945
H 0.841 -0.456 1.857
H -0.742 0.078 2.154
H -1.136 0.973 0.161

The max |F| comes out at 4.9 eV Å⁻¹. Its energy relative to the best compared isomer or geometry (same formula, charge and spin) is 273.3 kJ/mol. The calculation puts the electronic energy at -15546.8123 eV. The calculation puts the LUMO energy at 0.0263 hartree.

These are the natural (NBO) partial charges, in e, on atoms 1 to 2: S 0.30; N -0.75